No. 1
The following is a DFT calculation (ωB97M-V with the def2-TZVPD basis set) of a cluster of 2 separate species, C2H4NO3S in total.

The calculation puts the max |F| at 7.20 eV/Å. As for the charge: -1. The value obtained for the HOMO-LUMO gap is 0.3257 hartree. Its energy above the lowest of the compared OMol25 structures with the same formula, charge and spin is 48.4 kcal/mol. The calculated total energy comes out at -20605.6757 eV. The HOMO energy comes out at -4.92 eV.

Geometry (Å):
C -0.88 0.18 0.40
C -0.78 0.57 -0.79
N -0.80 -0.15 1.52
O -2.24 -3.83 -1.56
O -2.53 -3.32 0.82
O -1.92 -1.64 -0.75
S -1.83 -3.08 -0.40
H -1.05 -0.26 -1.50
H -0.34 -3.42 -0.28
H -0.63 1.67 -1.02
H -1.77 -0.08 2.02


No. 2
The following is a DFT calculation (ωB97M-V with the def2-TZVPD basis set) of a structure of composition C2H4NOP.

The calculation puts the max |F| at 3.23 eV/Å. As for the charge: 0. The value obtained for the HOMO-LUMO gap is 0.3005 hartree. Its energy above the lowest of the compared OMol25 structures with the same formula, charge and spin is 75.9 kcal/mol. The calculated total energy comes out at -14961.3538 eV. The HOMO energy comes out at -7.78 eV.

Geometry (Å):
C -1.08 -0.55 0.54
C -0.52 -0.26 -0.72
N -0.40 -0.28 1.60
O 0.72 0.41 1.26
P 0.93 0.50 -0.34
H -2.15 -0.98 0.64
H -0.89 -0.23 -1.72
H 1.43 1.88 -0.46
H 1.96 -0.49 -0.79


No. 3
The following is a DFT calculation (ωB97M-V with the def2-TZVPD basis set) of an isolated molecule of C2H4NOP.

The calculation puts the max |F| at 2.55 eV/Å. As for the charge: 0. The value obtained for the HOMO-LUMO gap is 0.3884 hartree. Its energy above the lowest of the compared OMol25 structures with the same formula, charge and spin is 29.2 kcal/mol. The calculated total energy comes out at -14963.3800 eV. The HOMO energy comes out at -9.70 eV.

Geometry (Å):
C 0.75 -0.42 -0.47
C 0.27 -1.57 -0.79
N 0.96 0.79 -0.23
O -1.25 0.04 1.00
P -0.37 1.15 0.70
H -0.03 -1.45 -1.79
H 0.16 -2.44 -0.19
H -0.83 2.32 0.03
H 0.34 1.58 1.74


No. 4
The following is a DFT calculation (ωB97M-V with the def2-TZVPD basis set) of a structure of composition C2H4NP.

The calculation puts the max |F| at 3.56 eV/Å. As for the charge: 0. The value obtained for the HOMO-LUMO gap (alpha / beta) is 0.2827 / 0.2777 hartree. Its energy above the lowest of the compared OMol25 structures with the same formula, charge and spin is 63.1 kcal/mol. The calculated total energy comes out at -12913.7945 eV. The HOMO energy (alpha / beta) comes out at -8.03 / -7.86 eV.

Geometry (Å):
C 0.52 0.70 -0.04
C 0.14 -0.84 0.08
N 1.91 0.99 -0.07
P 2.65 -0.36 0.00
H 0.17 1.13 -1.06
H 0.10 1.33 0.88
H -0.19 -1.30 1.01
H -0.24 -1.41 -0.82


No. 5
The following is a DFT calculation (ωB97M-V with the def2-TZVPD basis set) of a cluster of 2 separate species, C2H4NP in total.

The calculation puts the max |F| at 3.30 eV/Å. As for the charge: 0. The value obtained for the HOMO-LUMO gap is 0.3676 hartree. Its energy above the lowest of the compared OMol25 structures with the same formula, charge and spin is 35.7 kcal/mol. The calculated total energy comes out at -12914.9803 eV. The SMILES is C=C.N#P. The HOMO energy comes out at -10.28 eV.

Geometry (Å):
C -0.24 -0.90 0.13
C -1.31 -0.31 -0.33
H 0.41 -0.36 0.78
H -0.18 -2.02 0.08
H -1.84 -0.83 -1.05
H -1.11 0.77 -0.32
N 1.59 2.24 0.07
P 2.67 1.41 0.62


No. 6
The following is a DFT calculation (ωB97M-V with the def2-TZVPD basis set) of an isolated molecule of C2H4NP.

The calculation puts the max |F| at 2.00 eV/Å. As for the charge: 0. The value obtained for the HOMO-LUMO gap (alpha / beta) is 0.2883 / 0.2884 hartree. Its energy above the lowest of the compared OMol25 structures with the same formula, charge and spin is 137.8 kcal/mol. The calculated total energy comes out at -12910.5553 eV. The HOMO energy (alpha / beta) comes out at -8.76 / -8.76 eV.

Geometry (Å):
C 0.73 1.20 0.09
C 0.55 -1.06 -0.68
N 0.05 0.19 -0.45
P -1.73 -0.04 -0.09
H 1.76 1.31 -0.26
H 1.39 -1.06 -1.32
H -1.75 -1.02 -1.06
H -2.33 1.05 -0.86


No. 7
The following is a DFT calculation (ωB97M-V with the def2-TZVPD basis set) of an isolated molecule of C2H4NP.

The calculation puts the max |F| at 6.24 eV/Å. As for the charge: 0. The value obtained for the HOMO-LUMO gap is 0.3705 hartree. Its energy above the lowest of the compared OMol25 structures with the same formula, charge and spin is 29.3 kcal/mol. The calculated total energy comes out at -12915.2588 eV. The SMILES is CP1=CN=1. The HOMO energy comes out at -8.99 eV.

Geometry (Å):
C -1.15 -0.66 -0.24
P 0.80 -0.74 0.18
C 1.39 0.97 0.52
N 1.63 0.59 -0.65
H -1.19 -0.75 -1.38
H -1.52 0.31 0.18
H -1.47 -1.50 0.19
H 1.51 1.77 1.20


No. 8
The following is a DFT calculation (ωB97M-V with the def2-TZVPD basis set) of a cluster of 2 separate species, C2H4NP in total.

The calculation puts the max |F| at 5.07 eV/Å. As for the expectation value of S²: 2.00. The spin multiplicity is 3. As for the charge: 0. The value obtained for the HOMO-LUMO gap (alpha / beta) is 0.3601 / 0.3722 hartree. Its energy above the lowest of the compared OMol25 structures with the same formula, charge and spin is 10.4 kcal/mol. The calculated total energy comes out at -12914.3038 eV. The HOMO energy (alpha / beta) comes out at -8.94 / -11.17 eV.

Geometry (Å):
C 0.45 -0.80 -0.20
C 1.18 0.47 -0.15
N -0.12 -1.79 -0.08
P -2.75 0.43 -0.10
H -2.67 -0.51 0.89
H 1.19 0.76 0.86
H 0.59 1.21 -0.86
H 2.12 0.22 -0.38


No. 9
The following is a DFT calculation (ωB97M-V with the def2-TZVPD basis set) of an isolated molecule of C2H4NPS.

The calculation puts the max |F| at 5.59 eV/Å. As for the charge: 0. The value obtained for the HOMO-LUMO gap (alpha / beta) is 0.2427 / 0.2403 hartree. Its energy above the lowest of the compared OMol25 structures with the same formula, charge and spin is 79.8 kcal/mol. The calculated total energy comes out at -23749.1754 eV. The SMILES is C/C=P/N=S. The HOMO energy (alpha / beta) comes out at -8.46 / -8.38 eV.

Geometry (Å):
C 0.53 1.49 0.20
C 0.05 0.12 0.37
P 0.39 -1.16 -0.87
N -0.45 -2.67 -0.99
S -1.77 -3.10 -0.32
H 1.18 1.54 -0.62
H 1.02 1.94 1.06
H -0.25 2.09 0.02
H -0.70 -0.25 1.15


No. 10
The following is a DFT calculation (ωB97M-V with the def2-TZVPD basis set) of an isolated molecule of C2H4NPS.

The calculation puts the max |F| at 2.51 eV/Å. As for the charge: 0. The value obtained for the HOMO-LUMO gap is 0.3120 hartree. Its energy above the lowest of the compared OMol25 structures with the same formula, charge and spin is 10.4 kcal/mol. The calculated total energy comes out at -23752.1861 eV. The SMILES is C/C=N/P=S. The HOMO energy comes out at -8.62 eV.

Geometry (Å):
C -0.37 -0.31 -0.10
C 0.65 0.81 0.41
N 0.78 1.24 1.59
P 1.32 1.53 3.05
S 2.86 0.37 3.29
H -1.39 -0.27 0.28
H 0.02 -1.20 0.30
H -0.42 -0.47 -1.20
H 1.25 1.39 -0.27


Among the records above, which one has the highest calculated total energy? number 6